Density functional theory data (ωB97M-V/def2-TZVPD) for a structure of composition C6H5NO5Ti at a distorted geometry.

Each line ends with the Löwdin charge.
Geometry (Å):
O: -0.135 -3.308 -1.902  0.30
C: -0.105 -2.159 -1.756  0.06
Ti: -0.017 -0.056 -1.492  0.90
O: -2.113 0.010 -3.925  0.33
C: -1.354 -0.011 -3.041  0.06
C: 1.918 -0.011 -2.090  0.06
O: 3.031 0.031 -2.439  0.32
C: -0.113 2.076 -1.653  0.07
O: -0.130 3.228 -1.759  0.30
C: -0.959 0.602 2.618  0.07
C: -0.051 -0.099 1.690  -0.41
N: 1.047 -0.716 2.138  0.31
O: -0.318 -0.098 0.451  -0.10
H: -0.688 0.436 3.659  0.12
H: -1.994 0.273 2.470  0.13
H: -0.945 1.684 2.424  0.14
H: 1.672 -1.172 1.482  0.15
H: 1.255 -0.711 3.124  0.17

Values from the calculation:
HOMO-LUMO gap (alpha / beta) in eV: 7.421 / 7.674
Spin multiplicity: 2
Charge: +3
HOMO level (alpha / beta) in eV: -23.641 / -23.666
⟨S²⟩: 0.7553
ΔE to the lowest compared entry with this formula, charge and spin in kcal per mole: 0.0


Density functional theory data (ωB97M-V/def2-TZVPD) for a structure of composition C23H41F5OP2ReTe at a distorted geometry.

Each line ends with the Löwdin charge.
Geometry (Å):
Re: -0.331 0.539 1.413  1.68
C: -0.287 -0.042 4.092  -0.16
C: 0.858 0.260 3.218  -0.37
C: -0.381 2.213 3.666  -0.18
C: -1.022 1.145 4.315  -0.17
C: 0.775 1.715 2.945  -0.34
C: -0.514 -1.356 4.740  0.00
H: 0.035 -2.156 4.223  0.09
H: -1.591 -1.598 4.721  0.11
H: -0.187 -1.345 5.799  0.13
C: -2.247 1.291 5.149  0.01
H: -2.805 0.350 5.186  0.10
H: -2.896 2.059 4.715  0.07
H: -1.998 1.598 6.176  0.12
C: -0.746 3.630 3.819  0.03
H: -0.416 3.984 4.814  0.14
H: -1.836 3.757 3.762  0.07
H: -0.288 4.252 3.046  0.10
C: 1.942 2.569 2.571  -0.01
H: 2.408 2.934 3.505  0.12
H: 1.612 3.443 1.985  0.10
H: 2.701 2.025 1.989  0.08
C: 2.152 -0.509 3.222  -0.01
H: 2.704 -0.250 4.142  0.12
H: 2.781 -0.261 2.359  0.08
H: 1.965 -1.590 3.229  0.08
C: -1.704 -0.878 0.562  -0.22
C: -0.716 -1.608 1.282  -0.22
C: 0.459 -2.328 0.646  -0.14
C: 1.376 -1.415 -0.198  -0.17
C: 1.228 0.057 0.114  -0.27
C: 0.263 0.934 -0.513  -0.27
C: -0.854 0.510 -1.437  -0.16
C: -1.693 -0.699 -0.945  -0.15
H: 0.102 -3.162 0.025  0.13
H: 1.187 -1.574 -1.271  0.02
H: 1.059 -2.765 1.457  0.11
H: -1.351 -1.625 -1.403  0.07
H: -2.681 -0.816 1.040  0.11
H: -1.101 -2.113 2.175  0.12
H: -2.732 -0.507 -1.233  0.12
H: -1.544 1.360 -1.511  0.11
H: 0.639 1.938 -0.713  0.14
H: -0.447 0.311 -2.425  0.08
H: 2.416 -1.701 0.008  0.13
H: 2.182 0.549 0.302  0.12
P: 0.458 -2.172 -3.369  0.91
C: -1.088 -2.869 -4.130  -0.27
C: 1.578 -3.545 -3.943  -0.26
P: 2.050 0.279 -4.525  0.81
C: 0.877 -1.118 -4.846  -0.59
C: 3.491 -0.510 -5.415  -0.32
C: 1.611 1.250 -6.056  -0.31
H: -1.839 -2.076 -4.228  0.05
H: -1.499 -3.665 -3.498  0.05
H: -0.858 -3.276 -5.126  0.06
H: 1.280 -3.848 -4.960  0.06
H: 1.501 -4.414 -3.285  0.04
H: 2.624 -3.208 -3.960  0.04
H: 1.714 0.639 -6.965  0.05
H: 2.291 2.109 -6.125  0.04
H: 0.585 1.624 -5.989  0.03
H: -0.055 -0.725 -5.285  0.06
H: 1.370 -1.788 -5.579  0.05
H: 4.300 0.224 -5.493  0.04
H: 3.198 -0.814 -6.431  0.05
H: 3.867 -1.382 -4.870  0.02
F: -3.761 3.245 3.122  -0.35
Te: -3.685 2.338 1.346  2.06
F: -3.815 1.454 -0.344  -0.34
F: -3.237 4.017 0.475  -0.33
F: -4.114 0.661 2.236  -0.36
F: -5.570 2.665 1.134  -0.32
O: -1.752 1.779 1.343  -0.61

Values from the calculation:
HOMO-LUMO gap (alpha / beta) in eV: 4.918 / 3.480
Spin multiplicity: 4
Charge: +2
HOMO level (alpha / beta) in eV: -13.799 / -13.529
⟨S²⟩: 3.7946
ΔE to the lowest compared entry with this formula, charge and spin in kcal per mole: 0.0


Density functional theory data (ωB97M-V/def2-TZVPD) for a structure of composition C15H56O13 at a distorted geometry.

Each line ends with the Löwdin charge.
Geometry (Å):
O: 2.834 -1.116 -0.561  -0.12
H: 3.352 -1.692 0.001  0.08
H: 3.431 -0.405 -0.792  0.11
O: -0.173 -1.352 3.333  -0.10
H: 0.240 -0.513 3.130  -0.07
H: -1.003 -1.333 2.857  -0.11
O: 0.617 0.887 2.775  -0.09
H: 0.333 1.025 1.871  -0.19
H: 1.157 1.651 2.977  0.08
O: -0.724 -1.465 -2.526  -0.02
H: -0.264 -1.187 -1.734  -0.02
H: -1.639 -1.542 -2.257  -0.32
O: -3.833 0.796 2.485  -0.04
H: -4.311 1.507 2.912  0.09
H: -3.133 1.235 2.001  -0.10
O: -2.196 2.137 2.013  0.01
H: -1.633 1.667 1.398  0.02
H: -1.649 2.852 2.341  0.11
O: -2.220 -0.837 2.641  -0.01
H: -2.686 -1.401 2.024  0.08
H: -2.842 -0.140 2.847  -0.03
O: 0.302 3.287 -0.263  0.07
H: -0.327 3.984 -0.452  0.13
H: 0.887 3.664 0.394  0.14
C: -4.216 -0.145 -1.065  -0.03
C: -3.706 -1.097 -2.182  -0.34
C: -3.453 -0.325 -3.493  -0.03
O: -2.505 -1.634 -1.762  0.02
H: -4.401 -0.639 -0.112  0.08
H: -5.124 0.426 -1.262  0.09
H: -3.550 0.671 -0.784  0.06
H: -4.328 -1.980 -2.333  0.15
H: -3.585 -1.030 -4.314  0.09
H: -2.569 0.274 -3.712  0.00
H: -4.237 0.421 -3.620  0.09
H: -2.443 -1.681 -0.805  0.09
C: -1.587 -0.041 0.109  -0.02
C: -0.096 0.225 0.551  -0.27
C: 0.991 -0.102 -0.561  -0.06
O: -0.015 1.592 0.956  -0.08
H: -1.650 -1.101 -0.134  0.08
H: -1.728 0.641 -0.729  0.07
H: -2.343 0.346 0.793  0.05
H: 0.087 -0.380 1.440  0.08
H: 0.933 -1.136 -0.902  0.01
H: 1.934 -0.018 -0.021  0.05
H: 1.055 0.620 -1.375  0.02
H: 0.015 2.184 0.201  -0.07
C: 1.039 2.011 -2.519  -0.06
C: -0.030 2.194 -3.573  -0.36
C: -1.367 1.608 -3.149  -0.05
O: -0.320 3.630 -3.576  -0.07
H: 0.647 2.268 -1.535  0.04
H: 1.837 2.719 -2.741  0.11
H: 1.431 1.002 -2.385  0.07
H: 0.235 1.847 -4.572  0.15
H: -2.236 2.243 -3.318  0.11
H: -1.257 1.289 -2.113  0.06
H: -1.476 0.725 -3.778  0.05
H: -0.033 4.051 -2.763  0.05
C: 0.827 -2.544 1.033  -0.04
C: 1.534 -3.268 -0.141  -0.41
C: 1.090 -4.770 -0.346  -0.02
O: 1.280 -2.612 -1.358  -0.10
H: -0.200 -2.369 0.713  0.09
H: 1.334 -1.641 1.374  0.05
H: 0.805 -3.237 1.874  0.10
H: 2.583 -3.184 0.140  0.11
H: 1.808 -5.294 -0.976  0.07
H: 0.032 -4.901 -0.573  0.08
H: 1.089 -5.294 0.610  0.06
H: 1.609 -1.712 -1.306  -0.01
C: 4.466 1.761 3.152  -0.03
C: 4.439 0.279 2.559  -0.51
C: 3.060 -0.024 2.080  -0.06
O: 5.319 0.076 1.533  -0.02
H: 3.601 1.898 3.800  0.07
H: 4.446 2.482 2.335  0.07
H: 5.344 1.980 3.761  0.06
H: 4.662 -0.434 3.353  0.14
H: 3.240 -1.072 1.842  0.09
H: 2.644 0.548 1.251  0.09
H: 2.405 -0.061 2.950  0.10
H: 6.113 0.004 2.067  0.10

Values from the calculation:
HOMO-LUMO gap in eV: 7.458
HOMO level in eV: -8.242
ΔE to the lowest compared entry with this formula, charge and spin in kcal per mole: 482.3


Density functional theory data (ωB97M-V/def2-TZVPD) for a cluster of 8 separate species, H15O8 in total at a distorted geometry.

Each line ends with the Löwdin charge.
Geometry (Å):
O: -3.152 -10.595 -12.369  -0.39
H: -2.472 -10.262 -11.800  -0.07
O: -0.630 -8.930 -10.345  -0.06
H: -0.779 -8.613 -9.448  0.04
H: -1.479 -8.776 -10.796  0.02
O: -2.376 -11.433 -9.734  -0.10
H: -1.600 -10.873 -9.873  -0.01
H: -2.808 -11.488 -10.620  0.00
O: -6.044 -10.311 -12.333  -0.08
H: -6.138 -10.547 -11.406  0.03
H: -5.131 -10.592 -12.556  -0.01
O: -1.837 -12.232 -14.839  -0.08
H: -2.701 -12.644 -14.914  0.02
H: -1.986 -11.466 -14.260  0.00
O: -3.634 -8.002 -11.718  -0.11
H: -4.312 -8.060 -11.040  0.02
H: -3.598 -8.925 -12.109  -0.02
O: -3.214 -9.473 -14.848  -0.11
H: -3.308 -9.988 -14.006  -0.03
H: -3.473 -8.577 -14.612  0.02
O: -4.477 -13.103 -12.101  -0.09
H: -4.154 -12.176 -12.189  -0.02
H: -4.068 -13.568 -12.836  0.02

Values from the calculation:
HOMO-LUMO gap in eV: 9.648
Charge: -1
HOMO level in eV: -6.330
ΔE to the lowest compared entry with this formula, charge and spin in kcal per mole: 30.4


Density functional theory data (ωB97M-V/def2-TZVPD) for a structure of composition C67H87N7O8P3RbSi at a distorted geometry.

Each line ends with the Löwdin charge.
Geometry (Å):
Rb: -0.043 1.078 -0.651  0.71
O: -4.190 3.513 -0.003  0.11
C: -3.136 2.794 0.431  -0.48
O: -2.972 1.656 0.116  0.08
C: -2.222 3.562 1.338  -0.18
C: -2.513 4.836 1.792  0.02
C: -1.584 5.454 2.609  -0.03
C: -0.410 4.793 2.930  0.01
C: -0.208 3.517 2.423  -0.15
N: -1.110 2.921 1.655  0.19
C: 1.007 2.653 2.727  -0.44
O: 1.995 3.218 3.456  0.12
O: 1.080 1.516 2.389  0.13
H: -4.629 2.955 -0.664  0.13
H: -3.438 5.315 1.503  0.12
H: -1.766 6.448 2.996  0.11
H: 0.309 5.282 3.574  0.11
H: 1.910 4.176 3.481  0.08
C: -0.408 -4.587 -1.150  -0.25
Si: -0.748 -3.442 0.409  0.67
C: -2.137 -4.596 1.183  -0.30
C: -2.054 -5.994 1.074  -0.13
C: -3.055 -6.847 1.514  -0.11
C: -4.195 -6.310 2.093  -0.11
C: -4.315 -4.934 2.216  -0.12
C: -3.318 -4.059 1.761  -0.36
P: -3.437 -2.218 1.903  1.11
C: -5.214 -1.880 2.462  -0.45
C: -6.207 -2.263 1.352  -0.22
C: -7.576 -1.587 1.564  -0.19
C: -7.907 -1.414 3.059  -0.21
C: -7.239 -2.515 3.882  -0.21
C: -5.713 -2.326 3.858  -0.21
C: -2.536 -1.896 3.526  -0.42
C: -1.127 -1.343 3.243  -0.23
C: -0.392 -1.100 4.562  -0.18
C: -0.152 -2.427 5.316  -0.18
C: -1.057 -3.545 4.791  -0.20
C: -2.484 -3.047 4.564  -0.19
C: 0.840 -3.896 1.421  -0.32
C: 0.878 -4.960 2.343  -0.13
C: 2.063 -5.430 2.891  -0.10
C: 3.265 -4.843 2.518  -0.11
C: 3.250 -3.746 1.674  -0.12
C: 2.058 -3.229 1.150  -0.37
P: 2.014 -1.602 0.259  1.07
C: 3.539 -0.710 0.879  -0.44
C: 3.546 -0.658 2.416  -0.21
C: 4.490 0.449 2.913  -0.18
C: 5.740 0.574 2.020  -0.20
C: 6.044 -0.757 1.330  -0.20
C: 4.936 -1.058 0.309  -0.20
C: 2.520 -2.004 -1.519  -0.42
C: 2.837 -3.485 -1.761  -0.19
C: 2.933 -3.855 -3.262  -0.19
C: 2.950 -2.618 -4.155  -0.22
C: 1.655 -1.836 -3.950  -0.19
C: 1.420 -1.482 -2.461  -0.25
H: 0.336 -5.371 -0.945  0.01
H: -0.050 -4.015 -2.014  -0.01
H: -1.338 -5.087 -1.448  0.01
H: -1.171 -6.429 0.615  0.09
H: -2.949 -7.923 1.411  0.09
H: -4.988 -6.958 2.451  0.09
H: -5.213 -4.548 2.676  0.07
H: -5.193 -0.782 2.452  0.10
H: -6.331 -3.342 1.308  0.09
H: -5.792 -1.961 0.387  0.09
H: -8.355 -2.188 1.085  0.10
H: -7.582 -0.610 1.071  0.10
H: -8.990 -1.413 3.210  0.10
H: -7.532 -0.448 3.414  0.11
H: -7.506 -3.490 3.459  0.11
H: -7.602 -2.505 4.913  0.10
H: -5.225 -3.241 4.188  0.08
H: -5.450 -1.557 4.591  0.11
H: -3.110 -1.063 3.955  0.10
H: -1.208 -0.420 2.666  0.11
H: -0.552 -2.038 2.627  0.05
H: -1.000 -0.424 5.180  0.10
H: 0.555 -0.593 4.373  0.09
H: -0.344 -2.286 6.385  0.10
H: 0.893 -2.732 5.219  0.10
H: -1.066 -4.379 5.499  0.11
H: -0.661 -3.934 3.849  0.07
H: -2.893 -2.700 5.522  0.11
H: -3.096 -3.892 4.246  0.08
H: -0.049 -5.438 2.632  0.08
H: 2.052 -6.263 3.588  0.09
H: 4.207 -5.222 2.902  0.09
H: 4.192 -3.270 1.440  0.08
H: 3.323 0.313 0.560  0.07
H: 3.845 -1.624 2.826  0.09
H: 2.533 -0.461 2.773  0.08
H: 4.782 0.238 3.948  0.10
H: 3.954 1.401 2.906  0.09
H: 6.598 0.915 2.608  0.10
H: 5.544 1.323 1.248  0.09
H: 6.104 -1.558 2.077  0.10
H: 7.013 -0.719 0.824  0.10
H: 5.006 -2.095 -0.024  0.08
H: 5.116 -0.430 -0.568  0.11
H: 3.417 -1.411 -1.706  0.09
H: 2.074 -4.101 -1.284  0.07
H: 3.777 -3.730 -1.259  0.10
H: 2.064 -4.457 -3.545  0.10
H: 3.818 -4.473 -3.441  0.10
H: 3.051 -2.910 -5.205  0.10
H: 3.815 -1.991 -3.912  0.10
H: 0.825 -2.447 -4.317  0.11
H: 1.659 -0.925 -4.548  0.08
H: 0.447 -1.862 -2.132  0.08
H: 1.380 -0.396 -2.363  0.02
C: -1.060 5.851 -3.353  -0.08
C: -1.957 5.252 -4.231  -0.08
C: -2.430 3.976 -3.982  -0.02
C: -2.005 3.279 -2.850  -0.26
C: -1.109 3.888 -1.973  -0.06
C: -0.640 5.167 -2.223  -0.07
N: -2.314 1.923 -2.602  0.01
N: -3.356 1.501 -3.097  0.10
C: -3.606 0.129 -2.763  -0.32
C: -4.582 -0.519 -3.506  -0.02
C: -4.884 -1.833 -3.186  -0.08
C: -4.209 -2.436 -2.139  -0.06
C: -3.241 -1.698 -1.463  -0.16
N: -2.942 -0.442 -1.768  0.14
H: -0.660 6.834 -3.572  0.10
H: -2.260 5.770 -5.133  0.10
H: -3.079 3.471 -4.686  0.10
H: -0.740 3.336 -1.119  0.01
H: 0.098 5.601 -1.558  0.10
H: -5.054 0.005 -4.327  0.10
H: -5.642 -2.374 -3.741  0.10
H: -4.424 -3.454 -1.840  0.10
H: -2.692 -2.119 -0.625  -0.03
N: -0.336 0.785 -4.220  0.19
C: -0.528 1.313 -5.233  -0.21
C: -0.806 2.015 -6.427  -0.30
C: -1.985 1.743 -7.159  -0.29
N: -2.953 1.518 -7.755  0.08
C: 0.110 2.986 -6.898  -0.28
N: 0.858 3.785 -7.277  0.09
C: 5.306 5.187 -0.468  -0.03
C: 3.849 5.520 -0.147  -0.64
C: 3.594 5.375 1.356  -0.04
C: 3.527 6.938 -0.598  -0.04
O: 2.928 4.695 -0.864  -0.17
P: 3.045 3.066 -1.014  0.26
O: 3.704 2.502 0.191  -0.27
O: 1.676 2.649 -1.425  -0.50
O: 4.095 2.874 -2.224  -0.16
C: 3.766 2.947 -3.632  -0.61
C: 5.111 3.097 -4.327  -0.04
C: 3.097 1.643 -4.065  -0.03
C: 2.866 4.135 -3.967  -0.02
H: 5.970 5.825 0.121  0.08
H: 5.505 5.346 -1.530  0.08
H: 5.510 4.142 -0.233  0.08
H: 4.286 5.999 1.929  0.08
H: 3.721 4.328 1.636  0.07
H: 2.565 5.685 1.578  0.08
H: 4.132 7.661 -0.043  0.08
H: 2.469 7.151 -0.425  0.08
H: 3.730 7.050 -1.665  0.08
H: 5.753 2.248 -4.082  0.08
H: 5.609 4.013 -3.997  0.08
H: 4.968 3.137 -5.409  0.09
H: 3.730 0.794 -3.788  0.09
H: 2.939 1.639 -5.146  0.09
H: 2.132 1.534 -3.572  0.05
H: 3.370 5.079 -3.737  0.08
H: 1.943 4.085 -3.389  0.07
H: 2.612 4.112 -5.029  0.07

Values from the calculation:
HOMO-LUMO gap in eV: 3.993
Charge: -2
HOMO level in eV: -1.161


| no. | E_tot (Eh) |
| --- | --- |
| 1 | -1510.835910 |
| 2 | -2503.794565 |
| 3 | -1582.419774 |
| 4 | -610.987228 |
| 5 | -4928.379976 |